The following is a quantum chemistry calculation of one molecule with the formula C11H18N2S in a non-equilibrium geometry, from the OMol25 dataset.

Geometry as XYZ:
```
32
Properties=species:S:1:pos:R:3:mulliken_charge:R:1
C -1.3380 -2.1559 -1.1134 -1.28
C -0.1339 -1.3093 -1.5069 -0.26
C 0.1990 -0.2021 -0.4394 -0.83
S -0.9797 1.2023 -0.8400 -0.21
C -0.0815 2.5834 -0.2246 -0.82
C -0.3315 2.7320 1.2894 0.54
C -1.6789 2.7570 1.8301 -0.33
C -1.7661 3.0397 3.1831 -0.49
C -0.6086 3.0497 4.0395 -0.09
N 0.5901 2.8019 3.5903 -0.61
C 0.7277 2.6563 2.2357 -0.27
N 1.0920 -2.0779 -1.6915 -0.01
C 1.5617 -3.0908 -0.7358 -1.10
C 1.2977 -2.6131 -3.1038 -0.98
H -1.3349 -2.1502 -0.0661 0.37
H -2.2984 -1.7176 -1.4601 0.31
H -1.1896 -3.2191 -1.4895 0.33
H -0.3615 -0.7572 -2.4025 0.67
H 1.2472 0.0648 -0.6823 0.43
H 0.1950 -0.5199 0.6140 0.37
H 0.9878 2.5134 -0.5020 0.35
H -0.4420 3.4714 -0.7180 0.45
H -2.5084 2.5934 1.0833 0.32
H -2.6425 3.1170 3.7147 0.42
H -0.8456 3.2941 5.0903 0.29
H 1.7623 2.4685 1.9519 0.36
H 1.1054 -3.0280 0.2490 0.32
H 1.2647 -4.1662 -0.8699 0.36
H 2.5825 -3.1287 -0.7044 0.41
H 2.2883 -2.9426 -3.2103 0.38
H 0.5239 -3.4405 -3.2315 0.31
H 1.1161 -1.8258 -3.8794 0.27
```

Results
- SMILES: C[C@@H](CSCc1cccnc1)N(C)C
- Energy above the lowest of the compared OMol25 structures with the same formula, charge and spin: 32.3 kcal per mole
- DFT total energy: -937.5649 hartree
- Lowest unoccupied orbital energy: 0.75 eV
- HOMO: -8.210 eV

---

The following is a quantum chemistry calculation of one molecule with the formula C2H2N2O in a non-equilibrium geometry, from the OMol25 dataset.

Geometry as XYZ:
```
7
Properties=species:S:1:pos:R:3:mulliken_charge:R:1
C -0.2204 -0.8142 0.2536 -0.34
C -0.3926 0.2489 -0.5243 0.13
O 0.5750 1.0586 -0.5116 -0.19
N 1.4223 0.6043 0.6623 -0.19
N 0.7858 -0.4159 0.9855 -0.13
H -1.0481 -1.4129 0.3696 0.35
H -1.1220 0.7312 -1.2351 0.37
```

Results
- SMILES: c1conn1
- Energy above the lowest of the compared OMol25 structures with the same formula, charge and spin: 70.7 kcal per mole
- DFT total energy: -262.0513 hartree
- Lowest unoccupied orbital energy: 0.86 eV
- HOMO: -10.486 eV

---

The following is a quantum chemistry calculation of a 4-piece molecular cluster, H4O2 overall in a non-equilibrium geometry, from the OMol25 dataset.

Geometry as XYZ:
```
6
Properties=species:S:1:pos:R:3:mulliken_charge:R:1
H -0.8457 -2.4028 0.5089 0.32
H 0.1089 -1.0037 -0.6196 0.33
H 0.1749 2.1127 0.2581 0.32
H 1.2537 0.8706 -0.4277 0.34
O -0.1764 -1.5177 0.6093 -0.66
O 0.0900 1.5706 -0.5742 -0.66
```

Results
- Energy above the lowest of the compared OMol25 structures with the same formula, charge and spin: 104.1 kcal per mole
- DFT total energy: -152.7091 hartree
- Lowest unoccupied orbital energy: -0.31 eV
- HOMO: -10.966 eV

---

The following is a quantum chemistry calculation of C6H15NO as an isolated structure in a non-equilibrium geometry, from the OMol25 dataset.

Geometry as XYZ:
```
23
Properties=species:S:1:pos:R:3:mulliken_charge:R:1
C -1.8239 -1.0655 0.1401 0.07
C -2.2599 -1.7097 -1.1304 -1.09
C -0.9572 1.1935 -1.0941 -1.20
N -0.8105 -1.4269 0.8605 -0.54
H -2.5158 -0.3761 0.6104 0.47
H 0.0020 -0.3949 1.1572 0.13
H -0.2324 -2.1497 0.4346 0.27
H -1.4357 -2.2353 -1.6150 0.33
H -3.0560 -2.4313 -0.9232 0.34
H -0.6158 0.5036 -1.8646 0.34
H -2.0346 1.3253 -1.1757 0.31
H -0.4811 2.1549 -1.2877 0.36
H -2.6619 -0.9672 -1.8193 0.30
C 2.6263 0.1109 -0.0518 -1.13
C 1.9546 0.8426 1.0685 0.84
C 0.6422 0.8033 1.3172 -0.89
O 2.8587 1.6339 1.7386 -0.52
H 2.4043 2.0835 2.4616 0.32
H 3.1520 0.8164 -0.6970 0.31
H 3.3594 -0.5954 0.3436 0.32
H 1.8943 -0.4314 -0.6452 0.24
H 0.2622 1.3598 2.1729 0.40
H -0.2713 0.9560 -0.0011 0.02
```

Results
- Energy above the lowest of the compared OMol25 structures with the same formula, charge and spin: 112.6 kcal per mole
- DFT total energy: -367.4518 hartree
- Lowest unoccupied orbital energy: 0.92 eV
- HOMO: -7.641 eV

---

The following is a quantum chemistry calculation of C34H38GeN5O7P2SY as an isolated structure, from the OMol25 dataset.

Geometry as XYZ:
```
89
Properties=species:S:1:pos:R:3:lowdin_spin:R:1
Y 0.0787 -0.7107 -0.0029 0.11
N -1.4838 -3.7906 3.0570 0.00
C -2.1500 -2.5505 2.4834 0.00
C -3.5531 -2.3984 3.0481 0.00
P -2.0570 -2.6724 0.6460 0.00
O -3.2376 -3.6947 0.3714 0.00
O -2.2428 -1.2845 0.0983 0.00
O -0.6838 -3.1820 0.2918 0.00
P -0.9874 -1.2133 3.0713 0.00
O -1.5997 0.1498 2.5177 0.00
O -0.8900 -1.3585 4.5329 0.00
O 0.2134 -1.4155 2.1703 0.02
H -2.1104 -4.5971 3.0598 0.00
H -1.1848 -3.5777 4.0196 0.00
H -0.6604 -4.0024 2.4773 0.00
H -4.1617 -3.2848 2.8603 0.00
H -4.0404 -1.5586 2.5538 0.00
H -3.5197 -2.1980 4.1201 0.00
H -3.5720 -3.7407 -0.5370 0.00
H -2.0171 0.7713 3.1298 0.00
S -1.1027 1.3733 -1.1452 0.00
C -1.8841 0.3708 -2.3801 0.00
N -3.0153 0.6783 -2.9544 0.00
N -3.6601 1.7300 -2.5359 0.00
C -4.8844 2.1221 -3.0835 0.00
C -5.5431 3.2110 -2.5186 0.00
C -6.7561 3.6310 -3.0352 0.00
C -7.3256 2.9718 -4.1152 0.00
C -6.6648 1.8877 -4.6742 0.00
C -5.4489 1.4571 -4.1692 0.00
N -1.3821 -0.7959 -2.9329 0.00
N -0.4251 -1.3465 -2.3489 0.00
C 0.1232 -2.4928 -2.9789 0.00
C -0.2878 -2.9278 -4.2382 0.00
C 0.3038 -4.0467 -4.7996 0.00
C 1.3024 -4.7342 -4.1210 0.00
C 1.7086 -4.3016 -2.8689 0.00
C 1.1206 -3.1834 -2.2991 0.00
H -3.2734 2.2477 -1.7486 0.00
H -5.1004 3.7275 -1.6737 0.00
H -7.2592 4.4793 -2.5901 0.00
H -8.2736 3.3010 -4.5186 0.00
H -7.0990 1.3685 -5.5190 0.00
H -4.9316 0.6148 -4.6068 0.00
H -1.0589 -2.3813 -4.7617 0.00
H -0.0135 -4.3846 -5.7777 0.00
H 1.7599 -5.6066 -4.5683 0.00
H 2.4779 -4.8388 -2.3298 0.00
H 1.4246 -2.8853 -1.3009 0.00
C 5.3867 -1.5491 4.3290 0.02
C 5.9072 -0.5816 3.4791 0.00
C 5.0649 0.1305 2.6377 0.02
C 3.6890 -0.1173 2.6326 0.07
C 3.1760 -1.0909 3.4912 0.02
C 4.0207 -1.7987 4.3345 0.00
Ge 2.5613 0.9753 1.4817 0.38
C 1.1495 1.9522 2.3985 0.08
C 0.2799 2.7965 1.7052 0.03
C -0.7764 3.4123 2.3622 0.00
C -0.9782 3.1860 3.7183 0.03
C -0.1229 2.3377 4.4164 0.00
C 0.9284 1.7182 3.7585 0.03
C 3.6250 2.0326 0.2422 0.06
C 4.6619 1.4330 -0.4750 0.02
C 5.4108 2.1639 -1.3861 0.00
C 5.1251 3.5071 -1.5988 0.02
C 4.0960 4.1158 -0.8924 0.00
C 3.3511 3.3832 0.0229 0.02
H 6.0423 -2.1027 4.9884 0.00
H 6.9693 -0.3725 3.4748 0.00
H 5.4877 0.8946 1.9984 0.00
H 2.1147 -1.2989 3.4960 0.00
H 3.6077 -2.5450 5.0016 0.00
H 0.4137 2.9687 0.6420 0.00
H -1.4408 4.0679 1.8137 0.00
H -1.7972 3.6733 4.2323 0.00
H -0.2767 2.1569 5.4726 0.00
H 1.5822 1.0536 4.3110 0.00
H 4.8980 0.3847 -0.3159 0.00
H 6.2178 1.6876 -1.9283 0.00
H 5.7075 4.0780 -2.3102 0.00
H 3.8746 5.1638 -1.0483 0.00
H 2.5619 3.8761 0.5764 0.00
C 1.9887 0.8596 -2.6337 0.00
O 1.8544 -0.1065 -1.5610 0.05
H 2.1171 0.3319 -3.5785 0.00
H 2.8379 1.5111 -2.4386 0.00
H 1.0701 1.4336 -2.6502 0.00
H 2.6415 -0.6595 -1.5749 0.00
```

Results
- Energy above the lowest of the compared OMol25 structures with the same formula, charge and spin: 22.4 kcal per mole
- 2S+1: 2
- DFT total energy: -5315.1336 hartree
- Lowest unoccupied orbital energy (spin up / spin down): -2.87 / -3.94 eV
- Total charge: +1
- HOMO (spin up / spin down): -9.397 / -9.398 eV

---

The following is a quantum chemistry calculation of a 2-piece molecular cluster, C7H14O overall in a non-equilibrium geometry, from the OMol25 dataset.

Geometry as XYZ:
```
22
Properties=species:S:1:pos:R:3:lowdin_spin:R:1
C -0.8388 -2.6210 -0.4783 0.04
C -0.1593 -2.1947 0.9197 0.08
C -0.0518 -0.7288 0.6697 0.06
C -0.6667 0.2826 1.2934 0.03
C -0.4588 1.6624 0.7646 0.03
C -1.1031 2.0558 -0.3742 0.01
C -0.9065 3.2573 -1.1001 0.01
H -0.3984 -3.6210 -0.7623 0.01
H -1.9342 -2.7631 -0.2687 0.00
H -1.1560 -1.8656 -1.2062 0.00
H 0.6970 -2.6672 1.2020 0.06
H -0.8244 -2.3621 1.6785 0.01
H 0.6933 -0.5037 -0.1066 0.03
H -1.1092 0.2910 2.2469 0.00
H 0.3393 2.1535 1.2646 0.02
H -1.9940 1.4768 -0.8082 0.00
H -1.4183 4.1549 -0.7097 0.00
H -1.1823 3.0867 -2.1251 0.00
H 0.1759 3.3454 -1.1311 0.01
H 4.4670 -0.1708 -0.0555 0.11
H 3.7721 -1.5197 -0.2090 0.12
O 4.0573 -0.7488 -0.7044 0.33
```

Results
- Energy above the lowest of the compared OMol25 structures with the same formula, charge and spin: 53.1 kcal per mole
- 2S+1: 2
- DFT total energy: -350.1926 hartree
- Lowest unoccupied orbital energy (spin up / spin down): 3.53 / 3.41 eV
- Total charge: -1
- HOMO (spin up / spin down): 1.202 / -5.733 eV